Below is the molecule C5H6O2 at a distorted geometry, with properties calculated with ωB97M-V/def2-TZVPD.

ORCA input file:
```
! wB97M-V def2-TZVPD RIJCOSX def2/J DEFGRID3
* xyz 0 1
C 1.0931 0.3955 1.3880
C -1.0516 -0.9821 -1.5063
C 0.6523 1.5919 0.7231
C -0.0728 -0.2530 -0.6303
C -0.0762 -0.3374 0.7594
O 0.6500 0.6849 -1.1275
O 0.3280 2.7052 0.6839
H 0.9882 0.5115 2.4682
H 2.0996 0.0755 1.1110
H -0.7526 -0.9197 1.3619
H -0.4993 -1.5288 -2.2729
H -1.6924 -0.2638 -2.0202
H -1.6663 -1.6795 -0.9382
*
```

- E_HOMO (eV) = -8.15
- frontier orbital gap (eV) = 8.8
- total energy (a.u.) = -344.51980
- energy relative to the best compared isomer or geometry (same formula, charge and spin) (eV) = 2.234

The molecule's natural (NBO) atomic charges, reported in e, are given here:
1 C -0.55
2 C -0.68
3 C 0.90
4 C 0.45
5 C -0.48
6 O -0.66
7 O -0.42
8 H 0.26
9 H 0.25
10 H 0.23
11 H 0.23
12 H 0.23
13 H 0.22

Below is a cluster of 8 separate species, C51H84BF7N10O12 in total at a distorted geometry, with properties calculated with ωB97M-V/def2-TZVPD.

ORCA input file:
```
! wB97M-V def2-TZVPD RIJCOSX def2/J DEFGRID3
* xyz 0 1
C -4.6522 -5.4270 0.1120
C -5.5077 -4.3636 -0.7762
O -6.5747 -5.0783 -1.4511
C -6.5300 -4.8672 -2.8944
C -7.4091 -3.5318 -3.2216
O -6.9455 -2.8120 -4.3837
C -5.6349 -2.2141 -4.1437
C -5.6160 -0.6252 -4.3821
O -4.2905 -0.1594 -4.0148
C -4.2217 1.2811 -3.9094
C -3.5356 1.6075 -2.4777
C -4.3802 2.3418 -1.4074
N -5.7614 2.6784 -1.7367
C -6.5334 2.8098 -0.6579
C -7.1709 1.5373 0.1154
C -6.8456 4.3168 -0.1713
C -3.7144 2.6903 -0.0189
C -2.2404 2.2706 0.1826
B -1.5528 2.6146 1.6127
O -1.7979 3.9311 2.1920
O -0.7432 1.6392 2.2930
C -1.4090 0.3563 2.4152
C -1.3760 1.5282 -0.9259
N -0.0241 1.2404 -0.6131
C 0.6547 0.5295 -1.6959
C 2.1704 0.2243 -1.3098
F 2.8981 -0.6092 -2.1714
F 2.8016 1.5079 -1.1002
C 2.2039 -0.4939 0.1586
F 2.1138 0.4320 1.2271
F 1.1820 -1.5070 0.2011
C 3.6122 -1.2847 0.3899
F 4.7388 -0.5009 0.0096
F 3.6111 -2.5762 -0.2172
F 3.7939 -1.5437 1.7941
C -0.0708 0.1606 -3.0165
C 0.7033 -0.6736 -4.1764
C 0.7247 -2.2519 -3.8952
C 2.0709 -3.0674 -3.7659
C 2.1472 -4.5843 -3.4716
C 0.8571 -5.4270 -3.2816
C -0.5030 -4.6831 -3.4435
C -0.5779 -3.1352 -3.7459
C -2.0452 -2.5216 -3.8914
N -1.4198 0.4813 -3.3714
C -2.0272 1.1697 -2.2763
H -3.5225 -5.3139 -0.0596
H -4.9274 -5.2810 1.2212
H -4.9760 -6.4742 -0.2310
H -4.8004 -3.8031 -1.4853
H -5.9926 -3.5860 -0.0766
H -7.0396 -5.7813 -3.3820
H -5.4570 -4.7917 -3.2880
H -8.4781 -3.8927 -3.4122
H -7.4262 -2.8860 -2.2640
H -4.8927 -2.7915 -4.7932
H -5.3763 -2.3972 -3.0332
H -6.3851 -0.1229 -3.6787
H -5.8097 -0.3289 -5.4808
H -5.2146 1.8254 -4.0588
H -3.4989 1.6919 -4.7186
H -8.2480 1.8318 0.4138
H -6.5504 1.2101 1.0185
H -7.2422 0.6125 -0.5754
H -5.8924 4.6904 0.3378
H -6.9586 4.9359 -1.1377
H -7.7734 4.4021 0.4853
H -4.2908 3.2401 0.8044
H -1.0274 4.0668 2.8120
H -1.3251 -0.0905 3.4766
H -0.9387 -0.4077 1.7001
H -2.5306 0.3871 2.1677
H 0.1463 -0.5405 -5.1832
H 1.7519 -0.2276 -4.3214
H 3.0632 -2.4992 -3.8598
H 3.1633 -5.1158 -3.3574
H 0.8520 -6.5469 -3.0289
H -1.4791 -5.2553 -3.3162
H -2.8671 -3.3023 -4.0307
H -2.0203 -1.7098 -4.6978
H -2.2844 -1.9701 -2.8999
C -7.1570 8.8124 2.5037
N -7.3691 7.9726 1.3441
C -8.4700 7.2410 1.0224
C -9.6441 7.2784 1.9634
O -8.4833 6.5783 -0.0082
H -6.9512 9.8277 2.1580
H -6.2854 8.4366 3.0438
H -8.0183 8.8234 3.1683
H -6.6247 7.8962 0.6647
H -10.4423 6.6469 1.5714
H -9.3517 6.8968 2.9442
H -10.0226 8.2989 2.0510
C -2.2681 -6.5571 4.7979
N -3.2279 -5.7636 4.0612
C -3.4360 -4.4199 4.1220
C -2.5812 -3.6136 5.0628
O -4.2981 -3.9034 3.4234
H -1.6191 -7.0632 4.0797
H -2.8143 -7.3070 5.3744
H -1.6627 -5.9530 5.4703
H -3.8392 -6.2343 3.4084
H -2.8649 -2.5624 4.9986
H -2.7332 -3.9504 6.0906
H -1.5287 -3.7049 4.7856
C -1.7110 -7.4418 -5.9828
N -2.5655 -6.3020 -5.7296
C -3.9184 -6.2768 -5.5859
C -4.6666 -7.5779 -5.6966
O -4.4899 -5.2142 -5.3730
H -0.9908 -7.5180 -5.1650
H -1.1722 -7.2651 -6.9162
H -2.2731 -8.3703 -6.0586
H -2.1357 -5.3904 -5.6425
H -5.7332 -7.3948 -5.5596
H -4.5154 -8.0151 -6.6858
H -4.3326 -8.2702 -4.9207
C 7.3104 -0.6995 1.6889
N 8.6265 -1.3023 1.6750
C 9.7291 -0.9043 0.9853
C 9.6139 0.3149 0.1102
O 10.7746 -1.5343 1.0878
H 7.0749 -0.4184 2.7179
H 6.5906 -1.4459 1.3496
H 7.2506 0.1789 1.0500
H 8.7826 -2.1264 2.2385
H 10.5731 0.5054 -0.3729
H 8.8629 0.1508 -0.6655
H 9.3518 1.1867 0.7135
C 3.1458 7.2271 1.2447
N 2.3797 6.7397 2.3702
C 1.4802 5.7209 2.4000
C 1.2128 4.9740 1.1230
O 0.9127 5.4344 3.4499
H 4.2061 7.1389 1.4913
H 2.9000 8.2805 1.0966
H 2.9375 6.6730 0.3316
H 2.5042 7.1923 3.2670
H 0.4748 4.1946 1.3112
H 0.8134 5.6534 0.3670
H 2.1299 4.5023 0.7636
C 6.3667 6.0689 5.5298
N 5.4478 6.9149 4.7991
C 5.2977 8.2649 4.8799
C 6.1790 9.0183 5.8393
O 4.4634 8.8301 4.1831
H 6.9986 5.5463 4.8082
H 5.7841 5.3347 6.0903
H 6.9925 6.6356 6.2160
H 4.8216 6.4808 4.1345
H 5.9415 10.0817 5.7900
H 6.0045 8.6723 6.8603
H 7.2286 8.8859 5.5681
C 16.0635 -2.9236 3.3018
N 15.8014 -3.4610 1.9848
C 14.7406 -3.2115 1.1664
C 13.6797 -2.2609 1.6528
O 14.6740 -3.7562 0.0723
H 17.0205 -2.3973 3.2730
H 16.1368 -3.7575 4.0039
H 15.2838 -2.2401 3.6310
H 16.4693 -4.1078 1.5890
H 12.9037 -2.1641 0.8946
H 13.2224 -2.6449 2.5671
H 14.1135 -1.2741 1.8305
*
```

- E_HOMO (eV) = -7.36
- frontier orbital gap (eV) = 6.3
- total energy (a.u.) = -4167.68971
- structure (SMILES) = CCOCCOCCOCc1c(N=C(C)C)cc(B(O)OC)c2nc(C(F)(F)C(F)(F)C(F)(F)F)c(Cc3ccccc3C)nc12.CNC(C)=O.CNC(C)=O.CNC(C)=O.CNC(C)=O.CNC(C)=O.CNC(C)=O.CNC(C)=O

Results of the Löwdin charge analysis, in e, for atoms 1 through 99:
1 C -0.08
2 C -0.25
3 O -0.21
4 C -0.16
5 C -0.17
6 O -0.18
7 C -0.16
8 C -0.15
9 O -0.22
10 C -0.18
11 C -0.01
12 C -0.13
13 N 0.06
14 C -0.27
15 C -0.03
16 C -0.04
17 C 0.07
18 C 0.02
19 B -0.52
20 O 0.08
21 O -0.04
22 C -0.09
23 C -0.10
24 N 0.17
25 C -0.03
26 C -0.25
27 F 0.07
28 F 0.04
29 C -0.20
30 F 0.09
31 F 0.07
32 C -0.28
33 F 0.08
34 F 0.09
35 F 0.06
36 C -0.10
37 C -0.11
38 C -0.11
39 C -0.04
40 C -0.09
41 C -0.08
42 C -0.05
43 C -0.14
44 C -0.09
45 N 0.14
46 C -0.09
47 H 0.07
48 H 0.05
49 H 0.08
50 H 0.10
51 H 0.13
52 H 0.13
53 H 0.10
54 H 0.13
55 H 0.13
56 H 0.11
57 H 0.12
58 H 0.13
59 H 0.14
60 H 0.12
61 H 0.13
62 H 0.09
63 H 0.09
64 H 0.09
65 H 0.09
66 H 0.10
67 H 0.07
68 H 0.10
69 H 0.09
70 H 0.10
71 H 0.09
72 H 0.10
73 H 0.13
74 H 0.11
75 H 0.09
76 H 0.09
77 H 0.09
78 H 0.08
79 H 0.06
80 H 0.08
81 H 0.09
82 C -0.08
83 N 0.01
84 C -0.54
85 C -0.01
86 O 0.00
87 H 0.08
88 H 0.09
89 H 0.08
90 H 0.14
91 H 0.09
92 H 0.09
93 H 0.09
94 C -0.08
95 N 0.00
96 C -0.55
97 C -0.01
98 O 0.02
99 H 0.08